DFT (ωB97M-V/def2-TZVPD) results for C31H39As2F6P2STeTi as an isolated structure at a distorted geometry.

Calculated values
<S²>: 3.764
Charge: +2
Relative energy (zero: lowest compared OMol25 entry of this formula, charge and spin), kcal per mole: 10.4
E_HOMO (spin up / spin down), eV: -12.752 / -13.621
Molecular weight, g mol⁻¹: 944.97
Kohn-Sham gap (spin up / spin down), eV: 6.86 / 6.21
2S+1: 4
Electronic energy, Ha: -8473.31601
LUMO (spin up / spin down), eV: -5.89 / -7.41

```
83
Properties=species:S:1:pos:R:3:forces:R:3
Ti -0.00254 -1.27119 -0.06387 -1.14 -0.21 -0.29
C -0.73652 1.57302 -2.14812 -0.05 -0.13 0.16
C 0.51028 0.84387 -2.60100 -0.49 -0.02 -0.21
P 1.63078 0.53501 -0.95392 1.62 0.72 -0.69
C 2.71030 0.17200 0.63466 -0.23 -0.14 -0.02
C 3.81897 0.94084 0.97398 0.02 -0.03 -0.05
C 4.54438 0.61987 2.11261 0.07 0.05 0.00
C 4.17230 -0.44990 2.91480 -0.02 0.00 -0.01
C 3.04919 -1.19901 2.59590 -0.06 -0.07 0.11
C 2.32125 -0.86736 1.46684 0.08 0.29 -0.37
C 2.09347 2.31028 -0.95130 -0.26 0.04 0.14
C 1.59204 3.07230 0.10343 0.04 -0.09 0.01
C 1.80189 4.44271 0.12805 -0.03 0.00 0.01
C 2.52965 5.05345 -0.88337 0.01 0.01 0.02
C 3.05227 4.29210 -1.91969 0.02 0.05 -0.02
C 2.82695 2.92457 -1.95975 -0.03 -0.11 0.01
P -1.61169 0.45890 -0.96132 -0.42 0.88 -0.19
C -3.38114 0.65949 -1.31942 -0.03 -0.14 0.09
C -4.28071 0.43406 -0.27495 0.04 0.08 -0.08
C -5.64089 0.57889 -0.48047 -0.01 -0.02 0.02
C -6.11825 0.95151 -1.72980 -0.02 0.00 0.01
C -5.23283 1.15357 -2.77551 -0.04 0.01 -0.07
C -3.86825 0.99965 -2.57950 0.04 -0.10 0.09
C -1.40919 1.23241 0.68354 -0.04 -0.11 0.01
C -1.77948 2.53194 1.01259 0.10 -0.04 0.01
C -1.46929 3.03654 2.26817 -0.05 0.09 -0.02
C -0.79998 2.25281 3.20054 0.00 -0.04 0.02
C -0.46025 0.93997 2.89943 0.10 -0.04 0.03
C -0.76807 0.43941 1.64488 -0.25 0.21 -0.24
H -1.38743 1.76462 -2.99964 0.03 0.04 -0.05
H -0.49926 2.53357 -1.68945 -0.02 0.04 -0.03
H 1.11135 1.44106 -3.28578 0.17 -0.03 0.11
H 0.26242 -0.12752 -3.03773 0.07 -0.04 0.06
H 4.12124 1.78323 0.36747 0.01 0.00 0.01
H 5.41003 1.21486 2.37365 0.00 -0.01 0.00
H 4.75395 -0.69415 3.79323 -0.01 0.00 0.00
H 2.74960 -2.02812 3.22328 -0.03 -0.01 -0.03
H 1.43720 -1.44397 1.22813 0.55 -0.39 0.71
H 1.04768 2.58880 0.90774 0.01 0.06 0.02
H 1.39881 5.03382 0.93998 0.01 -0.01 0.01
H 2.69477 6.12204 -0.85807 0.01 0.00 -0.02
H 3.63019 4.76497 -2.70253 0.01 0.00 0.01
H 3.23451 2.33801 -2.77350 -0.07 0.11 0.04
H -3.90471 0.15064 0.69874 -0.04 0.01 0.05
H -6.33251 0.39959 0.33235 0.01 0.04 0.01
H -7.18062 1.08215 -1.88582 0.00 -0.02 -0.02
H -5.60228 1.43177 -3.75339 0.00 -0.01 0.00
H -3.20819 1.13202 -3.42505 0.02 0.04 -0.02
H -2.30730 3.14323 0.29006 0.02 0.02 0.00
H -1.75164 4.04982 2.52329 -0.01 -0.01 0.01
H -0.56023 2.65836 4.17437 -0.01 0.00 0.00
H 0.03575 0.31888 3.63451 0.00 0.00 0.00
H -0.64662 -0.65080 1.47802 -0.50 0.57 1.29
C 5.06207 -0.53488 -1.62832 -0.10 -0.13 -0.10
Te 3.14768 -0.91280 -2.48622 0.51 0.35 0.04
C 3.51655 0.18989 -4.28873 -0.08 -0.12 0.04
H 5.22496 0.53469 -1.53253 -0.07 0.01 -0.02
H 5.80139 -0.97973 -2.29178 -0.05 -0.01 -0.04
H 5.09128 -1.02466 -0.65979 -0.03 -0.01 0.02
H 4.20160 -0.44674 -4.84818 -0.02 -0.02 0.01
H 3.96779 1.16651 -4.14425 0.01 -0.10 0.14
H 2.58424 0.27232 -4.84259 -0.01 -0.02 0.04
F 0.36870 -2.42531 -1.73148 0.23 -0.75 0.38
As 0.98133 -3.96147 -0.87069 1.32 -0.50 0.04
F -0.51635 -4.69232 -1.14424 0.09 0.08 -0.07
F 1.69984 -4.37193 -2.35076 -0.17 -0.09 0.00
F 1.61063 -5.27003 -0.00068 -0.12 0.00 -0.03
F 2.39575 -2.97312 -0.44677 -0.36 -0.17 -0.40
F 0.36550 -3.25075 0.70890 0.14 0.03 -0.76
C -1.54338 -4.31352 2.73139 -0.12 0.05 -0.16
As -2.87443 -3.26196 1.79865 -0.09 -0.05 0.26
C -4.35258 -4.45834 1.47495 0.10 0.09 0.04
C -3.47425 -1.92826 3.08060 0.01 -0.21 -0.13
S -2.29491 -2.37900 -0.05070 -0.55 -0.07 0.15
H -2.05716 -4.86902 3.51546 -0.01 0.03 0.02
H -0.78719 -3.66773 3.17150 0.00 0.03 -0.03
H -1.07870 -5.00742 2.03546 0.00 0.01 -0.02
H -4.74266 -4.80058 2.43271 0.00 0.00 0.00
H -3.99874 -5.30731 0.89362 0.05 0.02 0.00
H -5.13121 -3.94337 0.91710 0.04 0.08 0.01
H -4.50839 -1.66345 2.86795 0.01 -0.01 -0.04
H -2.85424 -1.03632 3.01624 0.06 -0.04 -0.04
H -3.40647 -2.35198 4.08188 -0.03 0.00 0.00
```
Positions in Å, forces in eV/Å.

DFT (ωB97M-V/def2-TZVPD) results for C30H57InNO10 as an isolated structure at a distorted geometry.

Calculated values
Charge: -1
E_HOMO, eV: -4.531
Molecular weight, g mol⁻¹: 706.60
Kohn-Sham gap, eV: 6.49
Electronic energy, Ha: -2174.52335
LUMO, eV: 1.96

```
99
Properties=species:S:1:pos:R:3:forces:R:3
C 1.13669 -2.17049 0.57971 0.58 0.41 -1.34
C 0.42684 -1.39054 -0.58537 -0.69 0.47 1.43
C -0.58888 -0.34841 0.04891 0.86 -0.07 -1.51
C -0.81976 0.78290 -0.99852 0.27 0.98 0.68
C -1.43392 2.07771 -0.36890 -0.08 -0.47 -0.31
In -3.43337 1.76819 0.60633 -0.16 0.44 0.03
C -4.44058 -0.18045 0.08335 -0.67 -1.49 -0.47
C -4.90576 -0.56352 -1.22492 0.39 -0.09 1.51
C -5.52342 -1.80679 -1.42499 -0.44 -0.05 -2.05
N -5.82123 -2.78038 -0.54224 1.16 2.25 0.55
C -5.39440 -2.37939 0.67123 -0.19 -1.11 1.75
C -4.72815 -1.20452 1.05260 0.05 0.75 -1.32
H 0.51753 -3.04993 0.83489 0.60 0.37 0.22
H 1.28950 -1.48708 1.44214 -0.30 -0.59 -0.39
H 2.17174 -2.43958 0.23189 -0.98 -0.31 0.50
H -0.14386 -2.06396 -1.25610 0.48 0.21 0.25
H 1.15491 -0.80993 -1.18727 -0.29 -0.44 0.32
H -1.53779 -0.84262 0.34372 0.52 0.35 -0.03
H -0.07657 0.08497 0.93707 -0.57 -0.15 -0.44
H 0.18579 1.07049 -1.40411 -0.54 -0.42 0.13
H -1.42080 0.45204 -1.87204 0.19 -0.04 0.56
H -1.52920 2.84989 -1.16242 0.02 -0.32 0.45
H -0.74840 2.48272 0.41062 -0.28 -0.27 -0.47
H -3.37465 1.89503 2.36209 -0.11 -0.68 -0.47
H -4.52236 3.08541 0.01273 0.03 -0.19 -0.05
H -4.75986 0.11710 -2.07738 -0.16 -0.46 0.35
H -5.82156 -2.03960 -2.47141 0.14 0.12 0.63
H -5.61104 -3.10344 1.48764 0.16 0.39 -0.51
H -4.42603 -1.06312 2.10175 -0.24 -0.18 -0.51
O -2.83772 3.48483 3.69707 -0.07 0.83 0.49
C -2.58961 4.63352 3.92932 0.38 -0.35 0.05
O -3.19902 5.60738 3.21541 -0.47 0.04 -0.11
C -3.13281 6.99461 3.54289 0.19 0.04 -0.05
C -1.90393 7.64382 2.93930 0.18 -0.02 -0.01
C -1.53664 5.01843 4.94153 -0.17 0.22 0.47
H -3.19854 7.14694 4.62219 0.08 -0.04 0.01
H -4.02708 7.44608 3.11181 -0.03 -0.19 -0.03
H -0.98496 7.21151 3.33821 -0.04 0.05 0.07
H -1.89700 8.71682 3.14185 -0.01 -0.02 0.00
H -1.88539 7.48982 1.85933 -0.10 0.02 0.04
H -0.55952 5.02260 4.45736 -0.04 0.02 0.01
H -1.53787 4.27436 5.73565 0.07 -0.14 -0.19
H -1.71500 5.98062 5.41970 0.13 0.08 -0.15
O 5.76928 -2.03989 0.68543 -0.20 -0.10 -0.11
C 5.70188 -2.71335 -0.31139 0.33 -0.05 0.06
O 4.60041 -3.44202 -0.54813 -0.36 0.24 0.25
C 4.32308 -4.10871 -1.78577 0.10 -0.26 -0.18
C 4.94947 -5.48530 -1.83057 0.15 -0.12 0.09
C 6.87308 -2.82572 -1.25357 -0.02 0.36 -0.45
H 4.61517 -3.49097 -2.63623 0.08 0.00 0.05
H 3.23818 -4.20770 -1.83182 0.02 0.16 0.17
H 6.03859 -5.43518 -1.77745 -0.02 0.04 -0.10
H 4.67111 -5.99850 -2.75185 0.04 0.06 0.01
H 4.61806 -6.08411 -0.97963 -0.08 0.07 -0.02
H 7.54251 -3.61183 -0.90272 -0.06 -0.01 -0.02
H 7.40440 -1.87564 -1.25006 0.04 -0.07 0.17
H 6.59098 -3.01577 -2.28706 0.01 -0.20 0.06
O 6.65566 0.79866 -2.82887 0.36 0.11 -0.04
C 6.94626 1.55138 -1.93844 -0.41 -0.26 0.31
O 8.18308 2.08922 -1.89600 0.23 0.09 -0.45
C 8.56163 3.14273 -1.00570 0.05 -0.04 0.26
C 9.00475 2.59632 0.33584 -0.09 -0.14 0.11
C 5.98436 1.83236 -0.81230 -0.23 0.48 -0.07
H 7.76488 3.88246 -0.91280 -0.06 -0.09 0.03
H 9.40052 3.64997 -1.48344 -0.06 -0.13 -0.16
H 8.19426 2.07103 0.84271 -0.02 0.09 0.01
H 9.35126 3.40333 0.98381 0.00 -0.01 -0.03
H 9.81600 1.87839 0.20447 0.02 0.09 -0.05
H 6.09391 1.06167 -0.04742 -0.01 0.01 -0.03
H 4.97174 1.79765 -1.20939 0.06 -0.24 -0.01
H 6.10619 2.81674 -0.36407 0.13 -0.10 0.14
O -7.66819 4.07265 6.05732 -0.35 -0.18 -0.08
C -7.69147 3.40780 5.05198 0.58 0.00 0.01
O -8.76653 2.63921 4.78818 -0.51 0.21 0.19
C -8.97919 1.97929 3.53288 0.13 -0.27 -0.10
C -8.29093 0.63061 3.49445 0.18 -0.03 0.09
C -6.50811 3.33949 4.12537 -0.14 0.37 -0.40
H -8.68644 2.61949 2.69966 0.11 -0.01 0.06
H -10.05765 1.83718 3.45049 0.01 0.13 0.19
H -7.20853 0.72966 3.58397 -0.02 0.02 -0.15
H -8.51235 0.11230 2.56027 0.03 0.03 0.01
H -8.62467 0.01016 4.32864 -0.10 0.04 -0.05
H -5.81977 2.57040 4.47696 0.02 0.02 -0.10
H -6.00187 4.30272 4.13665 0.10 -0.10 0.20
H -6.77313 3.14716 3.08814 0.13 -0.23 0.04
O 4.12998 -6.67621 -4.97411 -0.13 0.20 -0.05
C 3.00313 -6.44440 -5.32869 -0.09 -0.24 0.17
O 2.53071 -5.18871 -5.24906 0.37 0.25 -0.09
C 1.28943 -4.75857 -5.82411 -0.34 0.00 0.11
C 0.13140 -5.00241 -4.87895 0.01 -0.17 0.12
C 2.07918 -7.55072 -5.77045 -0.02 -0.05 -0.58
H 1.13362 -5.21386 -6.80370 0.04 -0.10 0.05
H 1.39556 -3.68731 -5.99440 0.22 -0.06 0.07
H -0.00252 -6.06576 -4.67363 -0.05 0.01 -0.09
H -0.79646 -4.61319 -5.30014 0.04 0.01 0.02
H 0.31330 -4.51381 -3.92053 -0.01 0.08 -0.09
H 1.59487 -7.98290 -4.89454 -0.01 0.05 -0.03
H 2.67379 -8.31737 -6.26386 0.08 -0.02 0.23
H 1.32585 -7.23412 -6.48901 -0.13 0.05 0.19
```
Positions in Å, forces in eV/Å.

DFT (ωB97M-V/def2-TZVPD) results for C3H7N3O as an isolated structure at a distorted geometry.

Calculated values
Relative energy (zero: lowest compared OMol25 entry of this formula, charge and spin), kcal per mole: 163.9
E_HOMO, eV: -7.773
Molecular weight, g mol⁻¹: 101.11
Kohn-Sham gap, eV: 8.06
Electronic energy, Ha: -357.78868
LUMO, eV: 0.29

```
14
Properties=species:S:1:pos:R:3:forces:R:3
C -0.49173 -0.00307 0.77541 -0.72 -5.46 -1.95
C 0.54362 -0.82009 0.27660 -0.84 2.39 0.06
C 1.03848 -0.84916 -1.01315 4.18 -1.33 -3.41
H -1.92930 1.21769 0.39002 -0.77 0.38 -0.05
H -0.53215 1.19051 -0.83939 -2.04 -1.12 1.01
H -0.66278 -1.36757 2.55577 -0.31 3.31 -1.83
H -0.54256 0.73298 2.45106 -2.15 -4.61 0.09
H 0.60357 -1.70600 0.77680 0.98 -2.05 1.66
H 1.96348 -1.60411 -1.36774 -3.18 0.90 1.30
H 0.73460 1.81530 -2.37584 -0.71 -1.42 2.89
N -1.28111 0.64315 -0.11686 1.54 1.96 1.00
N -1.09482 -0.46239 2.03160 2.62 4.35 1.67
N 1.06084 -0.02759 -2.03429 -0.10 -0.31 1.91
O 0.58987 1.24034 -1.51002 1.50 3.01 -4.37
```
Positions in Å, forces in eV/Å.